{
  "formula": "C18H42Cl10N2O10S2",
  "method": "ωB97M-V/def2-TZVPD",
  "species": ["C", "C", "O", "S", "C", "O", "O", "H", "H", "H", "H", "H", "H", "H", "H", "C", "C", "O", "S", "C", "O", "O", "H", "H", "H", "H", "H", "H", "H", "H", "C", "N", "O", "O", "H", "H", "H", "C", "N", "O", "O", "H", "H", "H", "Cl", "C", "C", "Cl", "H", "H", "H", "H", "Cl", "C", "C", "Cl", "H", "H", "H", "H", "Cl", "C", "C", "Cl", "H", "H", "H", "H", "Cl", "C", "C", "Cl", "H", "H", "H", "H", "Cl", "C", "C", "Cl", "H", "H", "H", "H"],
  "xyz": [[3.716121, -0.347392, -3.388396], [3.067269, -1.551011, -2.751820], [4.128635, -2.516210, -2.554024], [3.863620, -3.817646, -1.639850], [3.975795, -3.086576, -0.026230], [2.495535, -4.220076, -1.945875], [4.945696, -4.738071, -1.886177], [4.363024, 0.081800, -2.662730], [2.883465, 0.333002, -3.674981], [4.232217, -0.637694, -4.268626], [2.501646, -1.345076, -1.826435], [2.217057, -1.810664, -3.386369], [3.142854, -3.489221, 0.501071], [3.976957, -1.988212, -0.145194], [4.926444, -3.346493, 0.342177], [-1.054575, 2.977474, 3.556143], [-1.645207, 1.816153, 4.230469], [-0.604761, 0.977026, 4.686358], [-0.005800, 1.255266, 6.144011], [-0.758390, 0.194800, 7.241707], [1.427916, 0.930040, 6.015590], [-0.379524, 2.578829, 6.576798], [-0.267274, 2.488541, 2.948831], [-0.583061, 3.785615, 4.136941], [-1.780826, 3.509431, 2.983481], [-2.356034, 2.205789, 4.979346], [-2.219207, 1.215654, 3.493791], [-0.766536, -0.834578, 6.974383], [-1.653817, 0.585706, 7.553606], [-0.124579, 0.284668, 8.135220], [3.575741, 2.837102, -0.267195], [3.089347, 1.442235, -0.247197], [3.918285, 0.515713, -0.147499], [1.869155, 1.266479, -0.237314], [4.662132, 2.774664, -0.451235], [3.324488, 3.271178, 0.686246], [3.088623, 3.373509, -1.052410], [-0.582886, 0.827332, -4.920456], [-0.624260, 1.455407, -3.555666], [-0.444060, 2.664863, -3.529873], [-0.845055, 0.742734, -2.630594], [-1.397970, 1.338360, -5.490743], [-0.728156, -0.201659, -4.837987], [0.370337, 1.063789, -5.360048], [-3.465735, 7.146109, -0.133444], [-1.710073, 6.767734, 0.242939], [-1.627208, 5.273553, -0.152794], [0.111424, 4.824228, -0.056057], [-1.512582, 6.873316, 1.290920], [-1.171270, 7.470193, -0.402453], [-1.938749, 5.138384, -1.156743], [-2.141751, 4.654507, 0.585674], [-1.971765, -6.225968, -4.985084], [-1.486027, -4.647880, -4.393466], [-1.151479, -4.744826, -2.822202], [-0.684268, -3.127319, -2.132146], [-2.269296, -3.895795, -4.585745], [-0.561575, -4.366169, -4.881044], [-0.276754, -5.360669, -2.742800], [-1.975476, -5.086140, -2.187935], [2.520412, -0.698060, 2.462088], [2.282089, -1.597706, 4.058886], [0.933687, -2.455221, 3.977756], [1.027059, -3.518143, 5.431874], [2.338607, -0.852355, 4.844027], [3.107781, -2.332291, 4.072170], [1.015672, -3.105395, 3.064933], [0.103083, -1.777377, 3.866072], [-4.718824, -3.254561, -2.802482], [-4.372134, -1.553101, -2.601723], [-5.012024, -0.787995, -3.684764], [-4.321566, -1.169758, -5.348990], [-3.285215, -1.450767, -2.576289], [-4.756138, -1.301447, -1.589462], [-4.817456, 0.265568, -3.456327], [-6.102776, -0.918689, -3.749384], [-3.147121, 1.578699, 0.578609], [-1.536917, 0.895830, 0.440088], [-1.541101, -0.608286, 0.471028], [-1.896898, -1.240994, 2.095743], [-0.835911, 1.295003, 1.139903], [-1.169217, 1.220939, -0.517548], [-0.609497, -1.104149, 0.177215], [-2.313397, -1.085580, -0.142288]],
  "atomic_forces_ev_per_a": [[-1.75, 0.10, 0.67], [-0.87, 0.29, 0.14], [-0.19, -0.40, -0.21], [-1.11, -0.16, -1.73], [-0.25, 0.80, -1.29], [1.34, 0.22, 0.83], [-0.72, 0.96, 0.36], [0.71, 0.76, 0.28], [0.69, -0.09, 0.24], [0.58, -0.22, -0.77], [0.86, 0.19, 0.19], [0.52, -1.27, -0.40], [-0.43, -0.02, 0.78], [-0.49, -0.56, 0.18], [1.02, -0.58, 0.75], [1.87, 0.68, -0.95], [-2.20, 0.53, -0.16], [0.34, -0.85, 1.62], [3.42, 1.48, -1.27], [1.92, -1.09, 1.23], [-2.77, 0.22, 0.30], [0.08, -0.54, -0.34], [-0.24, 0.97, -0.34], [-0.06, -0.80, 0.46], [-0.60, 0.03, -0.91], [0.39, -0.85, 0.34], [0.38, 0.23, 0.54], [-0.12, -0.72, -0.54], [-2.46, 0.74, 0.24], [0.10, -0.07, -0.24], [1.33, -0.50, -0.24], [-0.60, -2.03, 0.69], [-1.21, 1.75, -0.40], [1.44, 0.27, -0.25], [-0.60, 0.20, 0.30], [0.02, 0.09, 0.32], [-0.46, 0.18, -0.46], [-0.79, 2.11, -0.38], [0.46, 1.18, -2.11], [-0.10, -0.59, 0.38], [-0.30, -0.82, 1.48], [0.74, -0.58, 0.39], [-0.34, -1.57, 0.23], [0.30, 0.18, -0.12], [0.35, 0.22, 0.52], [-1.38, -0.97, -1.36], [1.20, 1.29, 1.27], [0.12, -0.24, -0.02], [0.01, 0.40, 0.41], [0.22, -0.54, 0.37], [-0.38, -0.37, -0.74], [-0.12, 0.11, -0.43], [-0.19, -0.32, -0.08], [0.16, 0.97, 2.30], [-0.55, 0.62, -1.42], [-0.25, -0.27, -0.51], [0.27, -0.48, 0.08], [0.04, 0.08, -0.19], [0.30, -0.35, 0.33], [0.15, -0.07, -0.50], [-0.32, -0.39, 0.75], [-0.54, -1.31, -1.46], [2.88, 0.49, -0.87], [-0.67, 0.41, -0.34], [-0.23, -0.15, 0.07], [-0.32, 0.64, 0.27], [-0.25, 0.57, 1.01], [-0.56, -0.22, 0.60], [-0.07, -1.28, 0.02], [0.41, -0.50, 1.20], [-0.39, 1.28, -0.77], [-0.30, 0.29, 1.06], [-0.09, 0.15, -0.15], [0.08, 0.27, -0.79], [-0.02, -0.02, -0.51], [0.53, -0.20, -0.01], [-0.51, 0.29, 0.39], [0.68, -0.72, -1.04], [-0.30, -0.99, -0.25], [-0.12, -0.08, 0.57], [0.05, 0.33, 0.88], [0.09, -0.02, -0.40], [0.09, 0.69, 0.04], [0.09, 0.56, -0.13]],
  "max_force_ev_per_a": 3.93,
  "energy_ev": -189690.6499,
  "e_lumo_ev": -0.43,
  "homo_energy_ev": -10.5,
  "smiles": "CCOS(C)(=O)=O.CCOS(C)(=O)=O.C[N+](=O)[O-].C[N+](=O)[O-].ClCCCl.ClCCCl.ClCCCl.ClCCCl.ClCCCl",
  "molar_mass_da": 865.20,
  "gap_ev": 10.12,
  "charge": 0
}